# 1
Here is a cluster of 2 separate species, C3H3NO in total in a non-equilibrium geometry from the OMol25 dataset. Energies are from wB97M-V/def2-TZVPD.

Geometry as XYZ:
```
8
Properties=species:S:1:pos:R:3:forces:R:3:lowdin_charge:R:1
C -0.437 -0.433 0.184 -2.3263 -1.0708 -0.3204 0.009
C 1.794 0.457 0.664 -1.5877 0.5039 1.0216 -0.045
C -2.181 0.359 -1.625 -0.7969 -0.2286 -0.6596 -0.039
N 0.649 -0.130 0.520 0.6535 1.0607 0.1980 -0.136
O -2.826 -0.502 -1.987 0.5422 0.4959 0.3307 0.016
H 1.764 1.408 1.233 0.5000 -0.8291 -0.6708 0.078
H 2.576 -0.200 0.447 1.6737 -0.2253 -0.0228 0.035
H -1.339 -0.958 0.564 1.3415 0.2934 0.1232 0.082
```
Forces are in eV/Å.

Results
highest occupied orbital energy = -0.281 Eh
HOMO-LUMO gap = 8.63 eV
E_LUMO = 0.036 Ha
charge = 0

=====

# 2
Here is a cluster of 2 separate species, C2H2Br3P in total in a non-equilibrium geometry from the OMol25 dataset. Energies are from wB97M-V/def2-TZVPD.

Geometry as XYZ:
```
8
Properties=species:S:1:pos:R:3:forces:R:3:lowdin_charge:R:1
C -0.474 1.101 1.061 -0.3509 0.1198 0.2224 -0.056
C -0.111 0.199 0.201 -1.5045 -1.6255 -1.1921 -0.639
P 1.442 -0.321 -0.483 0.1771 -0.2193 -0.2325 0.078
Br -2.020 -1.334 -0.878 1.5932 1.6038 1.1468 0.008
Br 1.027 -0.144 -2.642 0.0659 0.0452 0.1448 0.229
Br 1.364 -2.498 -0.152 0.0697 0.1753 0.0433 0.227
H -1.498 1.272 1.347 -0.2165 -0.0744 -0.0403 0.073
H 0.270 1.724 1.546 0.1660 -0.0248 -0.0925 0.081
```
Forces are in eV/Å.

Results
highest occupied orbital energy (alpha / beta) = -0.351 / -0.351 Eh
HOMO-LUMO gap (alpha / beta) = 7.50 / 7.51 eV
E_LUMO (alpha / beta) = -0.076 / -0.076 Ha
charge = 0

=====

# 3
Here is an isolated molecule of C6H12O from the OMol25 dataset. Energies are from wB97M-V/def2-TZVPD.

Geometry as XYZ:
```
19
Properties=species:S:1:pos:R:3:forces:R:3:lowdin_charge:R:1
C -1.742 -0.067 -1.106 -0.0450 -0.0146 -0.0509 -0.084
C -0.677 0.297 -0.068 -0.0135 -0.0025 0.0632 -0.405
C -0.475 1.812 -0.008 0.0212 0.0679 -0.0017 -0.073
C 0.604 -0.479 -0.355 -0.0632 0.0280 -0.0954 -0.212
C 1.925 -0.161 0.309 0.1577 0.0804 0.0176 -0.058
C 1.190 -1.396 0.693 0.2110 -0.1038 -0.2493 -0.339
O 0.648 -1.376 1.980 -0.1299 -0.1262 0.0822 -0.015
H -1.882 -1.154 -1.177 0.0252 0.1884 0.0340 0.079
H -2.708 0.386 -0.856 0.1368 -0.0722 -0.0340 0.076
H -1.451 0.297 -2.101 -0.0290 -0.0646 0.1514 0.082
H -1.039 -0.017 0.918 0.0094 0.0533 -0.0962 0.127
H -1.428 2.320 0.179 0.1429 -0.0779 -0.0406 0.077
H -0.067 2.194 -0.952 -0.0455 -0.0605 0.1016 0.086
H 0.214 2.092 0.796 -0.1072 -0.0422 -0.1486 0.071
H 0.684 -0.845 -1.378 0.0040 0.0634 0.1491 0.137
H 2.837 -0.259 -0.274 -0.1771 0.0428 0.0941 0.104
H 1.941 0.630 1.056 -0.0415 -0.1814 -0.1338 0.109
H 1.581 -2.366 0.379 -0.0511 0.2144 0.0545 0.142
H -0.154 -1.910 1.965 -0.0051 0.0074 0.1029 0.097
```
Forces are in eV/Å.

Results
highest occupied orbital energy = -0.356 Eh
HOMO-LUMO gap = 10.62 eV
E_LUMO = 0.035 Ha
charge = 0

=====

# 4
Here is a cluster of 2 separate species, C3H9NO3 in total in a non-equilibrium geometry from the OMol25 dataset. Energies are from wB97M-V/def2-TZVPD.

Geometry as XYZ:
```
16
Properties=species:S:1:pos:R:3:forces:R:3:lowdin_charge:R:1
N -0.030 0.235 1.753 -0.1862 -0.0952 0.1318 0.159
C -0.968 0.137 0.751 0.3420 0.5964 0.5835 -0.541
O -2.058 0.638 0.936 -0.2163 -0.3377 -0.4943 0.056
C -0.573 -0.599 -0.521 1.0955 -0.3718 0.8395 -0.084
C 0.896 -1.051 -0.534 -0.2416 0.3845 0.4754 -0.264
O 1.145 -2.116 0.378 -0.2401 0.2035 0.0596 -0.064
H -0.364 0.738 2.560 0.1114 0.0406 -0.0435 0.113
H 0.966 0.118 1.667 -0.1165 -0.1321 -0.2250 0.096
H -1.105 -1.543 -0.524 -0.7569 0.0714 -0.4051 0.132
H -0.806 0.047 -1.362 -0.3764 -0.3564 -0.2372 0.111
H 1.162 -1.441 -1.494 0.1264 -0.0396 -0.7108 0.114
H 1.544 -0.192 -0.316 0.1769 -0.0891 -0.0762 0.111
H 0.501 -2.046 1.092 0.1802 -0.0862 0.1035 0.073
O 0.122 2.463 -1.668 1.1903 0.6092 -1.0734 -0.038
H 0.141 1.565 -1.347 -0.7180 0.3199 0.5277 -0.020
H -0.573 3.049 -1.372 -0.3710 -0.7174 0.5444 0.046
```
Forces are in eV/Å.

Results
highest occupied orbital energy = -0.380 Eh
HOMO-LUMO gap = 10.95 eV
E_LUMO = 0.023 Ha
charge = 0

=====

# 5
Here is a structure of composition C22H15BrCl2N6O4V from the OMol25 dataset. Energies are from wB97M-V/def2-TZVPD.

Geometry as XYZ:
```
51
Properties=species:S:1:pos:R:3:forces:R:3:mulliken_spin:R:1
V -0.750 -0.374 -0.542 -0.1075 0.0757 -0.7144 1.110
N 3.505 -0.548 -0.475 -0.0161 0.0164 -0.0073 0.002
C 2.236 -0.824 -0.290 -0.0046 -0.0147 0.0127 0.005
N 1.258 -0.001 -0.618 0.1191 0.0169 0.0023 -0.010
C 1.557 1.233 -1.209 -0.0096 0.0126 0.0063 0.004
N 0.600 2.039 -1.551 0.0337 0.0189 -0.0172 -0.009
N -0.620 1.496 -1.271 0.0226 0.0144 0.0472 -0.036
C -1.701 2.155 -1.457 0.0082 0.0064 0.0137 0.008
C -2.931 1.466 -1.078 -0.0251 0.0035 -0.0006 -0.004
C -4.187 2.015 -1.209 -0.0125 -0.0212 0.0169 -0.002
C -5.287 1.263 -0.800 0.0042 0.0181 -0.0076 0.003
C -5.088 0.000 -0.275 0.0034 -0.0179 0.0081 0.000
C -3.794 -0.490 -0.168 0.0127 -0.0041 0.0126 0.004
N -2.740 0.224 -0.563 0.0032 0.0221 -0.0410 -0.011
C 2.945 1.582 -1.418 -0.0020 0.0159 -0.0126 -0.002
C 3.333 2.797 -1.990 0.0003 -0.0008 -0.0019 0.000
C 4.671 3.067 -2.173 0.0071 0.0045 -0.0033 0.000
C 5.640 2.134 -1.793 0.0022 -0.0114 0.0056 0.000
C 5.277 0.927 -1.227 -0.0060 0.0128 -0.0040 0.000
C 3.928 0.664 -1.045 0.0052 -0.0279 0.0112 0.000
H 4.197 -1.235 -0.209 0.0091 0.0063 -0.0033 0.000
H 1.985 -1.785 0.145 0.0033 0.0001 -0.0007 -0.001
H -1.684 3.165 -1.852 0.0071 -0.0050 -0.0153 0.000
H -4.307 3.009 -1.619 0.0036 0.0008 -0.0022 0.000
H -6.285 1.668 -0.891 0.0003 0.0001 -0.0007 0.000
H -5.917 -0.611 0.053 -0.0014 0.0010 -0.0019 0.000
H -3.588 -1.472 0.240 -0.0060 -0.0036 -0.0041 -0.001
H 2.574 3.509 -2.281 -0.0025 -0.0022 0.0006 0.000
H 4.977 4.005 -2.615 -0.0024 0.0006 -0.0005 0.000
H 6.687 2.356 -1.943 0.0002 0.0006 -0.0008 0.000
H 6.026 0.203 -0.933 0.0023 0.0002 -0.0004 0.000
Br -1.661 -3.753 5.982 -0.0008 -0.0094 -0.0044 0.000
C -1.333 -2.104 5.154 0.0024 0.0128 0.0066 -0.003
C -1.194 -0.949 5.930 -0.0053 -0.0094 0.0039 0.007
N -0.961 0.255 5.419 0.0000 0.0022 -0.0109 -0.003
C -0.857 0.364 4.104 0.0030 -0.0053 0.0017 0.006
C -0.981 -0.734 3.251 0.0085 0.0460 -0.0085 -0.002
C -1.225 -2.002 3.785 0.0046 -0.0055 0.0033 0.005
C -0.859 -0.545 1.823 0.0072 -0.0178 -0.0215 0.004
O -0.653 0.572 1.253 0.0049 0.0792 0.1997 -0.024
O -0.962 -1.527 0.978 -0.0576 -0.2779 0.2889 -0.005
H -1.276 -1.013 7.009 0.0015 0.0024 -0.0004 0.000
H -0.667 1.352 3.703 -0.0015 0.0027 0.0074 0.000
H -1.325 -2.869 3.147 -0.0015 -0.0009 0.0009 0.001
Cl 1.092 -4.351 -3.885 -0.0366 0.0001 0.0037 0.000
C 0.081 -3.560 -2.713 0.0012 -0.0208 -0.0577 -0.001
Cl 0.448 -4.074 -1.041 0.0010 -0.0031 0.0446 0.000
C 0.289 -2.056 -2.731 0.0837 0.2271 -0.0448 0.002
O 1.141 -1.441 -3.272 -0.0152 -0.0860 0.0072 -0.006
O -0.648 -1.407 -1.939 -0.0646 -0.0419 0.2891 -0.040
H -0.964 -3.796 -2.898 0.0129 -0.0331 -0.0064 0.000
```
Forces are in eV/Å.

Results
highest occupied orbital energy (alpha / beta) = -0.521 / -0.521 Eh
HOMO-LUMO gap (alpha / beta) = 6.02 / 6.42 eV
E_LUMO (alpha / beta) = -0.300 / -0.285 Ha
2S+1 = 2
charge = +2

=====

# 6
Here is a structure of composition C3H6AsCl6F6NiO4PY in a non-equilibrium geometry from the OMol25 dataset. Energies are from wB97M-V/def2-TZVPD.

Geometry as XYZ:
```
29
Properties=species:S:1:pos:R:3:forces:R:3:mulliken_spin:R:1
Y -1.142 -2.044 0.589 0.6727 0.6085 -1.3289 -0.017
Ni 1.074 -0.354 -1.857 -0.1086 -1.0221 -0.3112 1.510
P 0.226 0.218 0.304 -0.4467 -0.3765 -5.0311 -0.037
O -0.998 0.068 1.149 -0.0355 1.4825 4.8121 0.008
O 0.900 -1.179 0.041 8.9369 -2.9589 7.6779 0.193
O 0.743 1.210 -0.732 1.5613 2.4891 2.7769 0.034
O -0.514 -0.578 -0.835 -10.3819 0.0241 -7.9748 0.295
As 0.639 -4.000 -2.267 1.7195 -4.1812 -3.5032 0.003
F 1.934 -4.299 -1.045 -2.0897 1.0668 -1.4730 0.001
F -0.451 -3.500 -0.886 -0.4956 0.1411 0.4826 -0.001
F -0.720 -3.650 -3.421 1.9273 -0.0602 2.2032 0.001
F 1.715 -4.507 -3.600 -1.3163 1.3982 1.8362 0.002
F 0.101 -5.707 -2.130 0.2535 2.5937 0.4135 0.000
F 1.131 -2.239 -2.409 0.0052 -1.2215 -0.3382 0.006
C 3.172 2.690 0.369 0.0013 0.7594 -0.1582 0.000
Cl 4.054 4.199 0.704 -0.2527 -0.3397 -0.1908 0.000
Cl 3.069 1.719 1.862 -0.2666 -0.3085 -0.4197 0.000
H 2.159 2.918 0.039 0.2779 0.0864 0.2658 0.001
H 3.687 2.171 -0.439 0.1075 -0.1979 0.4602 0.000
C -2.115 2.690 -1.315 -0.1055 0.3421 0.4837 -0.001
Cl -3.138 1.256 -1.627 0.2745 0.3460 0.0043 0.001
Cl -3.124 4.099 -0.806 0.7185 -0.7863 -0.4167 0.000
H -1.409 2.464 -0.516 -0.4697 0.0156 0.0641 0.001
H -1.500 2.913 -2.186 -0.5921 0.1511 -0.1387 0.000
C -1.806 0.706 4.063 0.2305 0.7165 0.4159 0.000
Cl -2.059 1.734 5.465 -0.2245 0.3096 0.0698 0.000
Cl -2.812 -0.756 4.228 0.4464 -0.2679 -0.5812 0.000
H -2.084 1.235 3.152 -0.0528 -0.1888 0.2528 0.000
H -0.733 0.519 4.104 -0.2948 -0.6214 -0.3533 0.000
```
Forces are in eV/Å.

Results
highest occupied orbital energy (alpha / beta) = -0.491 / -0.465 Eh
HOMO-LUMO gap (alpha / beta) = 7.36 / 6.67 eV
E_LUMO (alpha / beta) = -0.220 / -0.220 Ha
2S+1 = 3
charge = +1